(1)
17
Properties=species:S:1:pos:R:3:nbo_charge:R:1 method="wB97M-V/def2-TZVPD" spin_multiplicity=1 total_charge=0 homo_lumo_gap_ha="0.2800 / 0.2898" e_above_lowest_kcal_mol=160.3 lumo_ev="0.765 / 1.019" homo_ev="-6.855 / -6.868"
O -2.55308 0.93496 0.69408 -0.517
C 1.15904 0.31440 1.33160 -0.449
H -2.91760 0.07151 -1.12207 0.113
H 1.98290 1.05129 1.28114 0.212
N 0.77099 0.18362 -0.10289 -0.230
H 0.67901 2.23650 -0.30067 0.185
H -0.64059 -2.17165 0.86397 0.151
H 0.23054 0.48679 1.81823 0.210
C -2.29360 0.40234 -0.35882 0.410
H 1.98363 1.53440 -1.30263 0.187
H 0.16166 1.22589 -1.72841 0.237
H 1.52095 -0.52789 1.82852 0.201
C -0.30224 -1.95007 -0.24803 -0.428
H -1.08765 -2.31128 -0.86106 0.206
H 0.64407 -2.32056 -0.38180 0.203
N -0.21771 -0.57190 -0.56660 -0.285
C 0.87968 1.41166 -0.84456 -0.406

(2)
14
Properties=species:S:1:pos:R:3:nbo_charge:R:1 method="wB97M-V/def2-TZVPD" spin_multiplicity=1 total_charge=0 homo_lumo_gap_ha=0.3502 e_above_lowest_kcal_mol=18.5 lumo_ev=0.262 homo_ev=-9.268
H -1.00450 -0.98496 1.21612 0.209
S -1.92050 1.03087 -2.77192 -0.132
H -0.29188 0.40774 2.07329 0.213
S -2.62652 -0.04381 -1.11031 -0.123
H 0.48420 -1.12795 2.04140 0.215
C -0.08479 -0.43314 1.41397 -0.630
H -1.91259 2.15158 -2.02291 0.134
H 0.28694 -0.66862 -0.73655 0.178
H -1.44073 -0.51020 -0.79841 0.115
H 0.47917 0.89707 -0.05238 0.159
C 0.70418 -0.16722 0.12899 -0.218
N 2.12680 -0.43684 0.22113 -0.835
H 2.59724 -0.00988 1.00566 0.357
H 2.60296 -0.10466 -0.60807 0.358

(3)
14
Properties=species:S:1:pos:R:3:nbo_charge:R:1 method="wB97M-V/def2-TZVPD" spin_multiplicity=1 total_charge=0 homo_lumo_gap_ha="0.2835 / 0.2801" e_above_lowest_kcal_mol=53.1 lumo_ev="-0.567 / -0.262" homo_ev="-8.281 / -7.883"
H 0.56694 2.60094 1.97400 0.242
H -1.88883 -0.45998 -1.44543 0.192
H -0.47355 0.21963 -2.12612 0.190
H 1.43052 1.37001 1.77629 0.244
H -1.08203 0.65710 2.61931 -0.198
C -0.82711 -0.45356 -1.32660 -0.394
H -0.59591 -2.36161 -0.22218 0.208
C -0.08435 -1.61569 -1.04035 -0.692
H 0.10576 -2.26998 -1.91124 0.221
C 0.66551 1.90616 1.24278 -1.129
Si -0.93385 0.97248 1.24728 0.969
H 0.91472 -1.41081 -0.48237 0.221
H 1.06066 2.14672 0.28158 0.245
Br -2.55332 2.36032 1.17463 -0.321

(4)
66
Properties=species:S:1:pos:R:3:nbo_charge:R:1 method="wB97M-V/def2-TZVPD" spin_multiplicity=5 total_charge=+2 homo_lumo_gap_ha="0.3380 / 0.2187" e_above_lowest_kcal_mol=9.1 lumo_ev="-5.577 / -8.507" homo_ev="-14.773 / -14.459"
C 1.38478 -1.49060 -2.69614 0.681
H -0.88751 3.87363 -2.51033 0.262
H 0.52519 3.50996 4.82136 0.222
C 0.61886 2.95080 2.06876 0.113
C 2.50844 1.73296 1.18020 0.264
H -0.19726 3.75977 -0.87547 0.260
P -1.37936 1.75586 -1.51740 1.061
N 4.12280 -2.42210 3.51288 -0.283
C -2.69219 -1.61928 0.09024 -0.280
H -0.01600 4.84644 2.76929 0.249
C -2.37416 0.19424 1.67570 -0.271
H -4.44382 -2.81352 0.38233 0.241
C 3.11482 -2.47899 2.95675 0.394
H 3.73079 0.40701 0.23672 0.410
N 0.64523 -1.46880 0.62619 -0.665
H 0.60734 2.95822 -2.23756 0.253
N 1.36471 1.41077 0.62153 -0.441
N 3.68920 1.17964 0.87599 -0.763
H 3.53994 -3.41227 -4.04616 0.220
H 1.75950 -4.01855 -2.53621 0.227
H -1.32472 -1.42251 -2.29849 0.175
H -3.58541 1.58160 -0.55020 0.268
N 0.29512 2.11272 1.14809 -0.331
H 4.65133 -1.70175 -2.48772 0.242
C -0.35827 3.22777 -1.81035 -0.942
H -2.69856 0.51289 -3.12643 0.258
N 0.44440 -2.42352 -2.94276 -0.419
C 3.77066 -1.06449 -2.43528 -0.413
C -4.29876 -1.24357 1.84431 -0.149
H -1.07610 0.88915 -3.74865 0.258
H -2.61373 2.83304 0.24081 0.256
H 0.62343 -4.33810 -3.85834 0.219
N 2.65377 -1.75649 -3.06194 -0.405
C -0.43132 3.38713 4.31215 -0.599
H 1.80732 0.33938 -2.13984 0.390
H -1.55218 -2.97051 -3.09163 0.236
H -1.79079 1.02356 2.04942 0.227
S 2.33282 2.95604 2.38764 0.450
C -1.92021 1.27410 -3.17990 -0.950
C -1.96052 -0.53100 0.55664 -0.069
H 3.61439 -1.87134 -4.91434 0.224
H 2.09176 -2.75345 -4.83177 0.227
H -1.13326 -1.54615 -4.04482 0.220
Ru -0.20058 -0.02234 -0.35555 1.207
H -3.87888 0.38263 3.18630 0.239
C -3.86957 -1.96770 0.73747 -0.190
H 4.00633 -0.11696 -2.92858 0.208
H 4.51764 1.39731 1.40319 0.435
H -0.73731 2.34417 4.40709 0.213
H -5.21436 -1.52487 2.34784 0.242
H 3.54607 -0.89295 -1.38406 0.186
H -1.30741 3.72956 2.35041 0.232
N 1.06494 -0.34552 -2.09273 -0.885
C -0.95942 -2.06020 -3.09930 -0.394
C 1.31418 -1.98867 1.48177 0.701
H -3.31719 3.14505 -1.36419 0.261
C 2.98999 -2.50081 -4.27925 -0.414
C 0.74505 -3.85927 -2.88677 -0.409
H 0.06541 -4.33531 -2.17971 0.219
H -2.32144 2.15607 -3.67902 0.263
H -1.16290 4.00776 4.82633 0.245
C -3.54928 -0.17044 2.31529 -0.196
C -2.87223 2.38656 -0.71909 -0.947
H -2.35503 -2.21440 -0.74970 0.220
C -0.33489 3.80492 2.83747 -0.458
N 1.95025 -2.56270 2.33412 -0.505

(5)
69
Properties=species:S:1:pos:R:3:nbo_charge:R:1 method="wB97M-V/def2-TZVPD" spin_multiplicity=2 total_charge=+2 homo_lumo_gap_ha="0.3116 / 0.3226" e_above_lowest_kcal_mol=10.0 lumo_ev="-5.455 / -5.389" homo_ev="-13.935 / -14.166"
N -0.27745 0.33793 0.52564 -0.613
H -0.36584 -1.83341 2.97760 0.218
C 5.15842 1.14088 -2.18470 -0.411
C 0.80978 -3.80486 -2.26075 -0.233
H -2.08509 1.35362 -3.81931 0.193
H -0.29167 -0.32942 -4.36692 0.210
H -1.21647 6.05715 -1.37024 0.252
H 1.44121 -4.35862 -2.94071 0.254
N 2.18055 3.06811 -1.62184 -0.357
H -5.33976 -3.81831 2.65693 0.494
H -4.05208 -5.35911 1.54620 0.176
H 1.71678 1.54366 4.12085 0.204
C 4.35659 3.46437 -1.60487 -0.019
H 6.12038 1.64277 -2.15646 0.238
C -1.84591 4.00175 -1.20401 -0.232
C -0.73745 -2.30389 -0.61604 0.027
H -2.89767 4.20195 -1.06166 0.253
C 3.16755 4.04787 -1.41301 -0.069
C -1.34763 -0.54198 -4.54611 -0.646
C -1.39839 2.70481 -1.25541 0.060
C -2.22965 0.28787 -3.64736 -0.066
N -2.79505 -3.81440 0.88194 -0.615
H -2.32689 -0.72967 -1.93433 0.500
O -1.17276 -5.37521 1.07238 -0.575
H 0.79458 -1.96806 5.22035 0.240
H -0.40730 2.35103 3.13019 0.217
H -3.04329 -4.59268 2.79438 0.179
H -3.22829 -3.10402 0.31592 0.406
H -1.55917 -0.29787 -5.58719 0.251
H -0.00969 -5.52567 -1.24880 0.265
H 1.73582 -1.07615 4.03246 0.207
H 5.00200 0.70346 -3.16773 0.238
C -1.61907 -4.37811 0.54233 0.642
C 0.78307 3.33694 -1.52024 0.395
C 0.83411 0.17894 5.54239 -0.404
C -0.38214 -1.02407 3.70676 -0.197
C 2.80806 1.89441 -1.90984 0.291
C -3.64265 -4.40895 1.90020 0.106
C -0.33400 0.30358 1.68473 0.613
C 0.82858 -2.42073 -2.28867 0.072
C 0.82243 -1.04923 4.63365 -0.415
C -0.80643 -3.67836 -0.51708 -0.147
O -1.92473 0.09309 -2.23303 -0.773
H -1.31301 -1.09673 4.27460 0.213
H 5.11939 0.36230 -1.42598 0.236
C 0.00248 -4.44766 -1.34508 -0.072
N 0.08748 -1.66366 -1.46845 -0.495
H 1.46425 -1.90692 -2.99549 0.221
H 0.76996 2.34282 5.37091 0.238
H 5.35060 3.87077 -1.54562 0.260
N -0.42604 0.26275 2.97462 -0.455
S 2.19142 0.34729 -2.22215 -0.227
N -0.10650 2.33977 -1.43728 -0.497
H -2.09646 1.89033 -1.15577 0.241
C -0.40201 1.49134 3.79804 -0.196
N 4.12437 2.14029 -1.91834 -0.316
H 2.95259 5.05741 -1.13009 0.252
H -1.33037 1.50402 4.37441 0.213
Co 0.06812 0.32121 -1.46270 1.118
H -1.31968 -1.67889 0.04527 0.220
H 1.71311 0.16186 6.18530 0.237
H -1.52259 -1.61050 -4.40825 0.218
H 1.12964 5.45632 -1.67560 0.242
C -0.91997 5.01710 -1.36458 -0.102
H -3.28693 0.06555 -3.78473 0.202
C 0.80552 1.46734 4.72148 -0.414
C 0.40492 4.67684 -1.52217 -0.252
H -0.03826 0.15085 6.20293 0.209
O -4.64548 -3.44320 2.10610 -0.722

(6)
10
Properties=species:S:1:pos:R:3:nbo_charge:R:1 method="wB97M-V/def2-TZVPD" spin_multiplicity=1 total_charge=0 homo_lumo_gap_ha=0.3095 e_above_lowest_kcal_mol=105.1 lumo_ev=0.346 homo_ev=-8.077
N -1.21291 1.10280 0.00833 -0.276
H -0.01683 -1.94428 0.08280 0.209
O 1.59668 -0.13893 0.53793 -0.706
N -1.26414 -0.24105 0.34081 -0.366
H 0.17806 2.23448 -0.98899 0.210
H 2.17931 -0.88280 0.38433 0.470
C -0.05682 1.25235 -0.58363 0.012
C 0.70399 0.01211 -0.66138 -0.109
H -1.84486 -0.52389 1.11475 0.414
C -0.20850 -0.89296 -0.09536 0.142